# 1
ORCA calculation (ωB97M-V with the def2-TZVPD basis set) on a molecular structure, C42H59CaCl8CsFKN5O7Si.

```
126
Properties=species:S:1:pos:R:3:mulliken_charge:R:1
C -5.20475 -0.17644 4.91277 -0.974
Si -3.43025 -0.63768 4.32773 -0.197
C -3.02880 -2.41054 4.90664 -1.111
C -2.25371 0.67037 5.04679 1.938
C -1.51442 0.29709 6.39416 -0.866
C 0.04219 0.01007 6.06453 -0.017
C 1.07688 1.07062 6.59361 -1.037
C 1.65024 1.95910 5.41805 -0.753
C 0.55882 2.76441 4.60204 0.005
C 0.79153 2.61085 2.99836 -0.387
C 0.35037 1.18349 2.44467 1.064
C 1.03589 0.73458 1.10328 -0.331
C 1.00199 1.61561 -0.05808 0.357
C 1.61297 1.19014 -1.38720 0.401
C 1.59894 2.05677 -2.69035 -0.599
C 1.84808 3.59232 -2.42755 -0.011
O 2.94298 4.11261 -2.44836 -0.511
C 2.23068 -0.12085 -1.45301 -1.205
C 2.30787 -1.06000 -0.32071 0.223
N 2.92078 -2.27459 -0.57399 -0.564
C 2.93315 -3.02038 0.55333 0.089
C 2.32518 -2.60361 1.91769 -0.145
N 1.69144 -1.40558 2.10794 -0.053
C 1.69673 -0.62233 0.98697 0.223
C -3.20825 -0.40676 2.43719 0.753
C -2.35706 -1.34726 1.72284 -0.356
C -2.12611 -1.13056 0.29395 -1.211
C -2.80223 0.05976 -0.34477 -0.910
C -3.67155 0.98521 0.38017 -0.896
C -3.88601 0.75782 1.82352 -0.228
H -5.56797 0.76610 4.43034 0.288
H -5.91143 -1.04091 4.83267 0.333
H -5.09128 0.04352 6.01691 0.302
H -1.98200 -2.67512 4.59777 0.300
H -3.13101 -2.53292 6.02444 0.318
H -3.71678 -3.17799 4.45183 0.339
H -1.46082 0.78021 4.25675 -1.831
H -2.79903 1.65031 5.09306 0.487
H -1.97755 -0.55706 6.95945 0.275
H -1.53890 1.22826 7.03303 0.384
H 0.25526 -0.95406 6.62349 0.474
H 0.17249 -0.22600 4.98004 -0.193
H 0.65824 1.64532 7.46385 0.361
H 1.95056 0.49265 7.02502 0.305
H 2.32700 2.73519 5.88837 0.374
H 2.32185 1.38399 4.71311 0.268
H -0.49973 2.54837 4.88673 -0.032
H 0.72000 3.88425 4.81469 0.364
H 0.25388 3.43071 2.44656 -0.216
H 1.90280 2.70644 2.83198 0.391
H 0.58744 0.43946 3.24511 -0.336
H -0.77216 1.15460 2.30971 -0.621
H 0.52096 2.62728 -0.00519 0.316
H 0.64163 1.93086 -3.26536 0.429
H 2.43316 1.70512 -3.36431 0.199
H 0.96373 4.26049 -2.22111 0.430
H 2.65934 -0.44900 -2.43509 0.912
H 3.43157 -4.07086 0.45844 -0.229
H 2.37298 -3.31824 2.81963 0.454
H -1.87702 -2.17398 2.29986 0.163
H -1.45061 -1.85555 -0.23303 1.628
H -2.59438 0.24213 -1.42690 0.365
H -4.15377 1.87766 -0.07941 0.435
H -4.54123 1.46638 2.42692 0.193
N -0.97948 5.37350 -0.16458 0.871
O -1.85044 6.00284 0.47789 -0.583
O -0.10761 4.74208 0.45475 -0.461
O -0.98621 5.38561 -1.40085 -0.639
Ca 3.49396 -4.46768 2.45263 0.062
C -4.16692 4.07289 2.47635 0.874
O -5.18956 3.46493 2.77002 -0.572
O -3.16316 4.20790 3.22007 -0.287
O -3.96215 4.65195 1.37985 -0.248
C 6.00590 2.05705 -4.07516 0.229
Cl 6.55346 1.04559 -5.42822 -0.122
Cl 7.41310 2.63558 -3.16542 -0.105
Cl 5.09841 3.44218 -4.70262 -0.024
Cl 4.97251 1.09447 -3.00354 0.008
C -1.27487 -6.48215 -6.00080 -1.146
C -0.14038 -5.48667 -5.74812 -0.415
C 0.60060 -5.66650 -4.42441 -0.366
N -0.01514 -4.95904 -3.18995 0.121
C 0.86959 -5.36076 -1.99244 -5.382
C 0.28433 -4.93701 -0.65347 0.279
C -1.12201 -5.47433 -0.47202 -0.651
C -2.01140 -5.01289 -1.60947 -0.176
C -1.45579 -5.41670 -2.97062 -0.342
C 0.05571 -3.45771 -3.38607 -1.108
H -2.17369 -6.25301 -5.42882 0.245
H -1.56041 -6.45617 -7.05282 0.411
H -0.96857 -7.50364 -5.76325 0.306
H -0.49840 -4.46600 -5.89103 0.227
H 0.59663 -5.65680 -6.53813 0.439
H 1.61126 -5.26236 -4.51849 0.381
H 0.68828 -6.73329 -4.17903 0.251
H 0.96793 -6.45210 -2.01868 5.512
H 1.85931 -4.91570 -2.14846 0.451
H 0.92331 -5.31776 0.15749 -0.343
H 0.28495 -3.84933 -0.55902 -0.502
H -1.53148 -5.13539 0.48202 0.442
H -1.10244 -6.57241 -0.43881 0.199
H -2.13977 -3.93591 -1.55645 -0.849
H -3.01553 -5.45054 -1.48641 0.673
H -2.06474 -4.96434 -3.75392 0.556
H -1.46872 -6.50651 -3.07323 0.580
H -0.58289 -3.17795 -4.22183 0.276
H 1.09024 -3.18347 -3.58628 0.323
H -0.29368 -2.95752 -2.48497 0.550
F -0.48894 0.60287 -2.72200 -0.845
Cs 1.26676 -7.79392 -1.43807 0.608
C 0.91741 7.11059 3.37859 0.195
Cl 0.35427 8.55748 2.52549 -0.096
Cl -0.38525 5.91779 3.44031 0.082
Cl 2.30770 6.42198 2.52030 -0.092
Cl 1.40059 7.54891 5.03136 -0.127
K -3.56298 -2.75780 -2.05535 0.976
N 1.75731 6.48597 -7.57309 0.019
C 1.76231 5.65277 -6.48676 -0.815
C 2.99864 5.73070 -5.90075 0.521
C 3.76868 6.65049 -6.65887 -0.820
C 2.97545 7.10150 -7.68173 -0.419
H 0.97985 6.62498 -8.19386 0.182
H 0.88813 5.07765 -6.22680 0.402
H 3.31499 5.18902 -5.02414 0.209
H 4.78900 6.94827 -6.47412 0.374
H 3.17126 7.80402 -8.47576 0.380
```

Properties
M = 1288.8 u
E_HOMO = -7.761 eV
calculated total energy = -212347.6782 eV
LUMO = -5.05 eV
total charge = +1

=====

# 2
ORCA calculation (ωB97M-V with the def2-TZVPD basis set) on a molecular structure, C42H59CrN8OPSSi4Te.

```
118
Properties=species:S:1:pos:R:3:mulliken_charge:R:1
Cr -1.59208 -0.87854 -1.69421 1.104
N -0.66965 2.41376 -0.76673 0.026
C -1.82063 1.70005 -0.26356 -1.169
N -2.29277 2.40709 0.94895 0.239
C -2.41946 1.62305 2.07642 0.075
N -3.18667 2.16901 3.07797 -0.452
N -1.87814 0.46942 2.23366 -0.402
C -1.24553 -0.13173 1.11568 -1.430
N -1.54503 0.31893 -0.15865 1.046
C -1.29887 -1.63144 1.11979 0.589
C -1.42722 -2.35846 2.29042 -1.132
C -1.45636 -3.73289 2.22746 -0.485
C -1.36299 -4.34853 0.98562 -1.356
C -1.30240 -3.55623 -0.13780 -0.493
N -1.29628 -2.21554 -0.08962 1.010
H -0.82192 3.41502 -0.78605 0.506
H -0.41065 2.09796 -1.69224 0.263
H -3.19581 3.17379 3.13765 0.224
H -3.11172 1.68655 3.95828 0.292
H -1.51962 -1.80326 3.21304 1.064
H -1.54850 -4.32479 3.13126 0.521
H -1.37185 -5.42495 0.88293 0.469
H -1.28883 -3.99225 -1.12369 0.493
C 1.77239 -2.34887 -1.22468 0.147
C 2.14878 -1.70153 -2.55521 0.764
C 2.53031 -0.23073 -2.38927 -1.350
C 1.03343 -1.90139 -3.61157 -0.639
C 1.57563 -1.86604 -5.04674 -0.756
O 1.01438 -0.66103 -5.60222 -0.476
C 0.09975 -0.20880 -4.71677 0.120
N 0.00438 -0.83221 -3.62032 0.914
C -0.67476 0.94924 -5.26977 -0.027
C -0.14502 1.53684 -6.42502 -0.959
C -0.82348 2.52556 -7.11030 -0.837
C -2.07384 2.92962 -6.67348 -0.871
C -2.60343 2.36743 -5.52761 -1.494
C -1.90716 1.40529 -4.78892 0.953
P -2.71920 0.80979 -3.25707 2.446
C -4.36610 0.36710 -3.94186 0.448
C -4.43084 -0.49343 -5.03581 -0.465
C -5.65659 -0.85355 -5.57251 -0.751
C -6.83096 -0.35631 -5.02002 -0.619
C -6.77259 0.50466 -3.93507 -0.709
C -5.54420 0.86427 -3.39614 -0.143
C -3.12170 2.34579 -2.32744 -0.272
C -2.93260 3.63333 -2.59949 -0.932
C -3.08615 4.65770 -1.53870 -0.878
C -3.32055 4.37960 -0.25671 -1.215
C -3.48695 2.96424 0.22246 -0.060
C -3.25319 1.94902 -0.90306 -0.487
H 2.53954 -2.18059 -0.46766 -1.061
H 1.63388 -3.42878 -1.34489 0.440
H 0.84860 -1.92233 -0.83289 -0.320
H 3.01803 -2.23223 -2.95647 0.550
H 1.69245 0.34642 -1.99701 -0.013
H 2.83653 0.21115 -3.34605 0.402
H 3.35766 -0.12803 -1.68489 0.305
H 0.52183 -2.84162 -3.40509 0.587
H 1.24858 -2.70632 -5.65635 0.272
H 2.65829 -1.79273 -5.08711 0.402
H 0.81137 1.19468 -6.78848 0.552
H -0.38706 2.96117 -8.00149 0.398
H -2.63704 3.67183 -7.22626 0.449
H -3.59176 2.66163 -5.19346 0.610
H -3.51966 -0.88144 -5.47281 0.392
H -5.69704 -1.53039 -6.41790 0.433
H -7.78958 -0.64202 -5.43570 0.377
H -7.68412 0.89692 -3.50021 0.446
H -5.51289 1.52867 -2.54248 0.262
H -2.66404 3.97537 -3.59179 0.521
H -2.99659 5.69735 -1.83796 0.389
H -3.44049 5.18557 0.46222 0.409
H -4.40068 2.84463 0.80409 0.548
H -3.83994 1.04313 -0.75828 0.368
S -2.79146 -2.67624 -2.97726 -0.462
C -3.89599 -2.05233 -1.87588 0.649
N -4.62530 -1.55257 -1.11983 -0.598
C 2.05355 2.98370 4.11987 -0.857
Si 3.44670 1.76477 3.83257 0.063
C 4.46787 2.35968 2.37685 -0.973
C 4.52425 1.77827 5.37411 -0.946
Si 2.58818 -0.35566 3.31875 0.509
Te 1.11141 0.36812 1.37982 -0.471
Si 1.73143 -1.21803 5.31293 0.631
C 0.71900 -2.77999 5.13333 -0.755
C 0.68428 0.09391 6.14713 -1.076
C 3.14876 -1.65367 6.46514 -1.076
Si 4.36555 -1.71741 2.68028 0.480
C 3.93377 -3.53779 2.83968 -1.205
C 5.04628 -1.42936 0.95393 -0.961
C 5.80604 -1.37684 3.84397 -1.178
H 2.44253 4.00685 4.17220 0.365
H 1.52559 2.76840 5.05617 0.235
H 1.32805 2.92903 3.30202 0.141
H 4.82950 3.37991 2.54595 0.375
H 3.86118 2.35722 1.46388 0.231
H 5.33788 1.71389 2.20590 0.198
H 4.85536 2.79884 5.59834 0.413
H 5.41377 1.15149 5.25317 0.271
H 3.97063 1.40645 6.24491 0.232
H -0.12782 -2.62965 4.46404 -0.136
H 0.33294 -3.08787 6.11245 0.437
H 1.32237 -3.60116 4.72819 0.282
H -0.00415 0.56122 5.43311 0.186
H 1.31779 0.88350 6.56707 0.266
H 0.09349 -0.33855 6.96255 0.434
H 3.79562 -2.42599 6.03411 0.237
H 2.74876 -2.04168 7.40948 0.413
H 3.77260 -0.78202 6.69326 0.240
H 3.02584 -3.79883 2.28332 0.307
H 3.77046 -3.80762 3.89038 0.277
H 4.75753 -4.15120 2.45730 0.414
H 4.45627 -1.92933 0.17865 0.202
H 6.06781 -1.82244 0.90873 0.504
H 5.08224 -0.36141 0.70799 0.169
H 5.51113 -1.43381 4.89680 0.292
H 6.22196 -0.37889 3.66721 0.263
H 6.60371 -2.10854 3.67306 0.409
```

Properties
M = 1047.0 u
multiplicity = 5
E_HOMO (alpha / beta) = -6.599 / -6.690 eV
calculated total energy = -145833.3700 eV
LUMO (alpha / beta) = -0.09 / -0.13 eV
total charge = 0